Density functional theory data (ωB97M-V with the def2-TZVPD basis set) for 3 unconnected molecules or ions with the total composition C21H51BN3O8 in a non-equilibrium geometry.

Calculated values
LUMO: 2.594 eV
Spin multiplicity: 1
Total charge: -1
Gap between HOMO and LUMO: 6.4 eV
E_tot: -44128.3129 eV

The geometry in XYZ format:
```
84
Properties=species:S:1:pos:R:3:forces:R:3
C -2.107 5.478 1.145 -0.42 -0.91 -0.35
C -1.838 5.118 -0.349 0.61 0.55 0.35
C -0.447 4.476 -0.631 -0.43 0.29 -1.09
O -0.427 3.068 -0.533 0.51 0.51 0.64
C -0.605 2.630 0.809 -0.31 -0.30 0.35
C -0.042 1.205 1.092 0.27 0.39 0.73
O 0.776 0.607 0.135 -0.87 0.30 -0.48
B 0.921 -0.751 0.744 0.23 0.30 0.81
O 1.130 -0.397 2.210 -0.49 0.35 1.33
C 0.836 0.983 2.397 0.90 -1.05 -1.52
C 2.249 1.661 2.356 -0.30 1.33 0.58
C 2.909 1.769 3.770 -0.06 0.07 -0.97
O 2.928 0.465 4.347 0.81 0.39 0.22
C 4.374 2.273 3.669 -0.08 -0.27 0.32
N 4.488 3.689 3.278 0.13 -0.45 0.41
H -2.950 6.189 1.182 0.49 -0.11 0.27
H -1.208 5.854 1.667 -0.43 0.15 -0.41
H -2.411 4.567 1.698 0.08 0.53 -0.20
H -1.886 6.067 -0.925 0.09 -0.49 0.20
H -2.619 4.459 -0.773 0.34 0.23 0.30
H 0.370 4.954 -0.046 -0.47 -0.30 0.09
H -0.211 4.692 -1.694 -0.08 -0.20 0.44
H -0.224 3.380 1.543 0.19 -0.31 -0.53
H -1.705 2.592 0.992 0.54 -0.04 0.05
H -0.943 0.574 1.263 0.33 0.05 -0.02
H 1.890 -1.362 0.344 0.17 -0.11 -0.37
H -0.113 -1.379 0.769 -0.36 -0.10 -0.84
H 0.270 1.212 3.332 0.33 -0.22 -0.29
H 2.959 1.083 1.740 -0.70 -0.04 0.15
H 2.178 2.666 1.871 0.10 -0.35 0.44
H 2.355 2.467 4.439 0.14 -0.23 -0.34
H 2.202 0.385 4.956 -0.42 -0.15 0.05
H 4.914 1.638 2.944 -0.22 0.23 0.32
H 4.865 2.139 4.654 -0.28 -0.08 -0.39
H 3.606 4.145 3.471 0.07 0.21 -0.34
H 4.750 3.786 2.310 -0.38 0.09 -0.09
C -0.564 -6.683 5.572 0.19 0.19 -0.03
O 0.703 -6.663 4.942 -0.30 -0.26 0.12
C 0.881 -7.684 3.966 0.43 0.15 -0.29
C 0.876 -7.112 2.554 -0.33 0.11 0.24
N -0.453 -6.653 2.166 0.14 -0.12 -0.05
C -0.481 -5.840 0.946 -0.08 0.11 0.16
C 0.316 -4.529 0.923 -0.24 0.16 -0.24
O -0.195 -3.518 1.762 0.08 -0.71 0.26
C 0.182 -3.618 3.120 -0.29 0.41 -0.09
H -0.514 -6.025 6.439 0.06 0.01 -0.04
H -1.346 -6.307 4.907 -0.13 -0.10 0.03
H -0.824 -7.689 5.913 -0.05 -0.03 -0.03
H 0.141 -8.484 4.076 -0.13 0.11 0.00
H 1.867 -8.119 4.153 0.00 -0.03 -0.01
H 1.205 -7.887 1.854 0.00 0.01 -0.01
H 1.610 -6.299 2.530 0.16 -0.07 0.01
H -0.843 -6.103 2.919 0.05 0.07 0.01
H -1.529 -5.588 0.766 0.04 0.02 -0.06
H -0.157 -6.465 0.107 0.08 -0.02 0.01
H 0.236 -4.127 -0.090 0.02 0.05 0.01
H 1.386 -4.679 1.103 0.04 -0.06 0.14
H 1.186 -4.029 3.244 0.01 -0.09 0.01
H -0.550 -4.212 3.679 0.12 -0.18 0.16
H 0.169 -2.610 3.537 0.10 0.05 -0.17
C -3.734 2.478 -3.918 0.24 0.24 0.01
O -2.386 2.806 -3.654 -0.37 -0.19 -0.04
C -1.572 1.680 -3.302 0.68 0.12 0.10
C -0.608 1.330 -4.426 -0.44 -0.04 -0.02
N -1.307 0.767 -5.582 0.25 0.10 -0.08
C -0.494 0.675 -6.793 -0.32 0.11 0.06
C 0.086 1.969 -7.378 0.10 -0.30 -0.25
O -0.880 2.851 -7.933 0.11 0.05 0.21
C -1.549 3.673 -6.989 -0.11 0.00 -0.37
H -4.304 3.408 -3.949 0.05 0.02 0.01
H -3.844 1.982 -4.888 -0.14 -0.14 0.03
H -4.150 1.842 -3.132 -0.03 -0.07 -0.03
H -2.176 0.817 -3.008 -0.10 0.04 -0.15
H -0.985 1.982 -2.433 -0.04 -0.08 0.03
H 0.119 0.602 -4.057 -0.01 0.02 0.01
H -0.070 2.248 -4.689 0.11 0.03 0.14
H -2.116 1.337 -5.787 -0.03 0.00 0.04
H -1.129 0.224 -7.562 0.10 0.00 -0.06
H 0.326 -0.025 -6.609 0.07 0.05 0.04
H 0.726 1.679 -8.216 -0.03 0.02 -0.02
H 0.734 2.499 -6.673 -0.12 0.06 0.14
H -0.904 3.956 -6.156 -0.02 -0.10 0.08
H -2.451 3.179 -6.624 0.01 0.06 0.25
H -1.865 4.582 -7.505 0.07 -0.03 -0.05
```
Positions in Å, forces in eV/Å.

***

Density functional theory data (ωB97M-V with the def2-TZVPD basis set) for 3 unconnected molecules or ions with the total composition C21H51N3OP.

Calculated values
LUMO: -3.176 eV
Spin multiplicity: 1
Total charge: +1
Gap between HOMO and LUMO: 8.6 eV
E_tot: -38404.0807 eV

The geometry in XYZ format:
```
77
Properties=species:S:1:pos:R:3:forces:R:3
C 1.051 -1.755 2.258 -0.04 -0.10 0.02
O 1.945 -1.861 1.167 0.07 0.17 -0.06
C 3.287 -2.117 1.523 -0.08 0.00 -0.09
C 4.203 -1.105 0.828 0.06 -0.01 0.05
C 3.580 0.306 0.869 0.11 -0.16 0.05
P 4.793 1.608 1.102 -0.08 0.05 -0.03
C 4.135 3.169 1.743 -0.03 -0.04 0.11
C 2.636 3.140 2.074 -0.06 -0.06 0.08
C 2.129 4.549 2.376 0.07 0.00 0.26
C 0.609 4.667 2.351 -0.33 0.31 0.09
N -0.043 4.384 1.073 0.44 -0.64 -0.39
C 0.529 4.801 -0.126 -0.11 0.39 0.13
N 1.166 5.897 -0.184 0.28 -0.23 0.05
N 0.319 3.948 -1.254 -0.31 0.11 0.26
H 1.209 -0.827 2.824 0.02 -0.01 0.00
H 0.043 -1.750 1.848 0.02 -0.01 0.02
H 1.151 -2.598 2.947 -0.03 -0.03 -0.03
H 3.419 -2.062 2.609 -0.01 0.06 -0.02
H 3.558 -3.125 1.199 0.03 -0.01 0.10
H 5.176 -1.127 1.329 0.00 -0.05 -0.05
H 4.374 -1.398 -0.208 -0.03 0.03 -0.01
H 2.874 0.390 1.697 -0.02 0.03 -0.02
H 3.035 0.516 -0.051 -0.12 0.05 0.10
H 5.778 1.124 1.964 0.04 0.01 -0.02
H 5.454 1.847 -0.104 0.09 -0.06 0.03
H 4.364 3.950 1.016 -0.03 -0.02 -0.03
H 4.707 3.387 2.648 0.03 0.10 -0.08
H 2.477 2.509 2.954 -0.04 -0.05 -0.07
H 2.055 2.687 1.264 0.09 0.13 -0.11
H 2.574 5.276 1.697 -0.11 -0.03 -0.08
H 2.443 4.824 3.388 0.06 0.03 -0.05
H 0.177 3.969 3.071 -0.02 0.04 0.00
H 0.332 5.667 2.690 0.06 0.02 -0.09
H -0.390 3.441 1.001 -0.05 -0.02 0.14
H 1.455 6.077 -1.141 -0.05 0.01 -0.02
H 1.088 3.299 -1.356 0.04 0.02 -0.16
H -0.543 3.420 -1.168 -0.02 -0.05 -0.11
C -2.824 1.290 -2.416 0.04 0.04 0.03
C -3.539 2.619 -2.196 0.02 0.00 0.07
C -4.888 2.712 -2.906 -0.01 0.00 -0.01
C -4.816 2.605 -4.431 0.01 -0.01 0.00
C -3.919 3.643 -5.106 -0.02 0.01 -0.01
C -4.369 5.081 -4.873 0.02 0.00 0.00
H -2.596 1.120 -3.469 0.00 0.00 0.00
H -1.878 1.254 -1.868 0.00 -0.03 -0.01
H -3.436 0.457 -2.067 0.00 -0.01 -0.03
H -2.894 3.444 -2.516 -0.01 0.00 -0.01
H -3.703 2.760 -1.123 0.00 0.02 0.00
H -5.369 3.652 -2.626 0.00 0.00 -0.01
H -5.541 1.918 -2.531 0.01 0.00 0.01
H -5.830 2.700 -4.830 0.00 0.01 -0.01
H -4.477 1.604 -4.713 -0.01 -0.01 0.01
H -3.906 3.440 -6.179 0.01 0.00 0.00
H -2.886 3.524 -4.766 0.00 -0.02 0.00
H -5.387 5.233 -5.239 -0.01 0.00 0.02
H -3.720 5.785 -5.394 -0.01 0.00 -0.01
H -4.354 5.345 -3.814 0.00 0.00 0.00
C 0.784 -4.685 0.058 0.01 -0.04 -0.03
C -0.132 -5.874 -0.203 -0.01 0.01 0.01
C -1.301 -5.960 0.778 -0.01 0.00 0.00
C -0.899 -6.128 2.245 0.00 0.01 0.00
C -0.026 -7.348 2.536 -0.01 -0.01 0.02
C -0.702 -8.673 2.203 0.02 0.00 -0.01
H 1.243 -4.741 1.048 0.00 0.00 0.00
H 1.591 -4.637 -0.676 0.00 0.01 0.00
H 0.230 -3.745 0.000 0.01 0.01 0.02
H 0.450 -6.799 -0.174 -0.01 -0.01 0.01
H -0.533 -5.803 -1.216 0.01 0.00 -0.01
H -1.953 -6.785 0.480 0.00 0.00 0.01
H -1.908 -5.053 0.686 0.00 0.00 -0.01
H -1.810 -6.192 2.848 0.01 -0.01 0.01
H -0.377 -5.228 2.587 -0.01 0.01 0.00
H 0.239 -7.338 3.596 0.01 -0.01 0.00
H 0.918 -7.272 1.988 0.00 0.01 0.00
H -1.631 -8.788 2.766 -0.01 0.00 -0.02
H -0.057 -9.517 2.450 -0.01 0.00 0.01
H -0.944 -8.749 1.142 0.00 0.00 0.00
```
Positions in Å, forces in eV/Å.

***

Density functional theory data (ωB97M-V with the def2-TZVPD basis set) for 4 unconnected molecules or ions with the total composition C21H52N3O8P.

Calculated values
LUMO: 0.242 eV
Spin multiplicity: 1
Gap between HOMO and LUMO: 9.4 eV
Structure (SMILES): CCOCCOCCOCPCC(=O)O.COC[C@@H](C)N.COC[C@@H](C)N.COC[C@@H](C)N
E_tot: -52755.9712 eV

The geometry in XYZ format:
```
85
Properties=species:S:1:pos:R:3:forces:R:3
C 4.157 0.030 1.847 0.08 -0.06 0.00
C 3.712 -1.425 1.901 -0.02 -0.05 0.14
O 4.023 -2.054 0.666 -0.12 0.10 -0.07
C 3.289 -3.241 0.451 0.11 -0.06 0.01
C 1.809 -2.984 0.171 0.03 0.02 0.05
O 1.022 -3.547 1.207 0.04 -0.01 0.04
C -0.279 -3.005 1.273 0.04 -0.09 0.00
C -1.101 -3.964 2.115 0.04 -0.16 0.12
O -2.388 -3.469 2.433 0.04 0.21 -0.09
C -3.306 -3.458 1.353 -0.09 -0.13 0.07
P -4.503 -2.081 1.710 0.05 -0.02 0.09
C -3.302 -0.689 1.438 -0.12 0.18 -0.18
C -3.878 0.657 1.831 0.19 -0.04 -0.22
O -4.414 0.885 2.870 0.00 0.04 0.19
O -3.702 1.657 0.922 -0.29 -0.03 0.10
H 4.735 0.303 2.728 -0.06 0.04 0.03
H 3.311 0.710 1.763 0.00 0.03 -0.05
H 4.796 0.167 0.976 0.02 0.01 -0.01
H 4.216 -1.962 2.715 0.01 -0.05 -0.05
H 2.636 -1.499 2.099 0.01 0.02 0.00
H 3.373 -3.910 1.316 -0.06 -0.02 -0.01
H 3.761 -3.731 -0.398 0.03 0.02 -0.03
H 1.511 -3.414 -0.792 -0.04 0.01 0.01
H 1.650 -1.901 0.120 0.02 0.01 -0.04
H -0.251 -2.019 1.756 -0.04 0.05 -0.07
H -0.690 -2.889 0.262 -0.03 0.02 0.02
H -1.155 -4.948 1.637 -0.06 0.03 -0.06
H -0.587 -4.105 3.065 -0.03 -0.03 0.04
H -3.871 -4.397 1.328 0.05 -0.03 -0.07
H -2.800 -3.341 0.392 -0.02 0.06 0.00
H -5.074 -2.059 0.412 -0.01 -0.04 -0.02
H -2.464 -0.890 2.108 -0.02 0.02 0.08
H -2.916 -0.668 0.417 0.04 -0.10 0.03
H -3.503 1.295 0.053 0.20 -0.02 0.00
C -2.836 5.918 -2.477 -0.02 0.02 -0.01
C -2.739 5.440 -1.032 -0.03 -0.02 -0.01
C -1.301 5.290 -0.520 0.01 0.02 0.06
O -0.614 4.155 -1.014 -0.04 0.01 -0.06
C -0.012 4.319 -2.283 0.06 -0.02 0.02
N -3.517 4.210 -0.876 0.09 0.01 0.00
H -2.612 5.112 -3.177 0.02 0.00 0.01
H -3.850 6.257 -2.688 -0.01 -0.03 0.00
H -2.147 6.742 -2.673 0.00 0.00 0.00
H -3.207 6.200 -0.399 0.04 0.02 0.01
H -1.336 5.160 0.564 0.01 -0.03 -0.01
H -0.719 6.198 -0.729 -0.02 0.01 -0.01
H 0.365 5.337 -2.422 0.01 -0.01 -0.02
H -0.704 4.086 -3.097 0.01 0.03 -0.01
H 0.830 3.630 -2.340 0.00 0.00 0.01
H -3.574 3.957 0.106 -0.07 0.01 -0.02
H -2.987 3.462 -1.315 -0.03 0.01 -0.02
C 0.475 -8.659 6.054 0.01 -0.02 0.01
C -0.914 -8.135 5.707 0.03 0.03 0.05
C -1.184 -8.033 4.201 -0.05 -0.02 0.00
O -0.546 -6.947 3.559 0.03 0.04 -0.01
C 0.801 -7.155 3.180 -0.02 0.04 -0.05
N -1.138 -6.873 6.412 -0.05 0.01 -0.09
H 1.235 -7.888 5.917 -0.01 0.00 -0.02
H 0.508 -8.962 7.100 0.00 0.03 0.01
H 0.744 -9.518 5.437 0.00 0.00 0.00
H -1.646 -8.853 6.093 0.00 -0.02 -0.03
H -2.254 -7.865 4.057 0.01 0.03 -0.01
H -0.923 -8.973 3.696 0.02 -0.01 0.03
H 0.968 -8.192 2.872 0.01 0.00 0.00
H 1.498 -6.910 3.985 0.00 -0.04 0.01
H 1.006 -6.496 2.336 0.00 0.01 0.01
H -2.103 -6.580 6.303 0.00 -0.02 0.04
H -0.587 -6.149 5.959 0.02 -0.01 0.04
C 2.626 7.311 -7.341 0.00 0.02 -0.02
C 1.829 6.105 -6.856 0.06 -0.01 -0.02
C 1.111 6.328 -5.520 -0.06 -0.02 0.01
O 1.954 6.308 -4.384 0.03 0.01 0.00
C 2.619 7.521 -4.090 -0.02 -0.02 0.05
N 2.702 4.930 -6.843 -0.06 -0.02 0.08
H 3.564 7.412 -6.793 -0.01 0.00 0.02
H 2.878 7.191 -8.394 0.02 -0.02 0.01
H 2.060 8.237 -7.225 0.00 0.00 0.00
H 1.040 5.912 -7.590 -0.03 0.02 0.02
H 0.405 5.507 -5.370 0.02 0.00 0.03
H 0.534 7.263 -5.542 0.02 0.01 -0.03
H 1.995 8.385 -4.343 0.01 0.01 0.00
H 3.572 7.607 -4.617 -0.02 0.02 -0.02
H 2.816 7.532 -3.018 0.00 0.00 0.00
H 2.156 4.095 -6.657 0.00 0.00 -0.05
H 3.342 5.013 -6.059 0.02 0.01 -0.04
```
Positions in Å, forces in eV/Å.

***

Density functional theory data (ωB97M-V with the def2-TZVPD basis set) for a molecular structure, C21H53AsF6MgN3O18 in a non-equilibrium geometry.

Calculated values
LUMO: 2.236 eV
Spin multiplicity: 1
Total charge: -1
Gap between HOMO and LUMO: 8.3 eV
E_tot: -146545.0383 eV

The geometry in XYZ format:
```
103
Properties=species:S:1:pos:R:3:forces:R:3
Mg -0.380 2.496 -1.554 0.82 -1.02 0.20
N 0.735 0.532 0.616 -0.69 -0.70 -1.01
O 0.387 1.617 0.024 0.54 -0.32 1.24
O 0.730 -0.523 -0.039 0.14 0.87 0.73
O 1.002 0.562 1.824 0.07 0.13 -0.45
N -0.088 -0.136 -3.155 0.53 -1.02 -0.47
O 0.013 1.104 -2.872 0.33 -0.11 -0.30
O 0.928 -0.814 -3.324 -0.81 1.02 0.24
O -1.228 -0.616 -3.311 0.15 0.30 0.24
As -2.377 4.972 0.309 -1.53 0.91 1.79
F -2.501 3.969 1.733 0.10 0.14 -0.61
F -1.249 3.809 -0.404 -0.23 0.82 0.76
F -2.307 5.901 -1.164 0.54 -0.10 0.17
F -3.467 6.167 1.007 0.64 -0.42 -0.27
F -1.028 5.781 1.060 -0.19 -0.13 -0.76
F -3.795 4.181 -0.336 0.61 -0.32 -0.18
C 3.119 2.232 3.033 0.02 0.18 0.35
N 3.604 3.045 1.892 0.16 0.34 0.45
O 4.365 2.558 1.089 0.24 -0.38 -0.18
O 3.218 4.196 1.858 -0.12 0.16 -0.13
H 3.561 1.244 2.999 -0.29 -0.09 -0.33
H 2.036 2.276 2.963 0.05 -0.41 0.04
H 3.444 2.724 3.948 0.02 0.24 -0.12
C -1.812 -3.052 5.479 1.49 0.01 0.27
O -2.310 -2.413 4.353 -0.79 -0.50 -0.55
C -1.327 -1.837 3.510 0.42 0.29 1.29
C -1.910 -1.295 2.239 0.30 -0.05 -0.28
O -3.034 -0.472 2.384 -0.72 -0.12 -0.04
C -2.836 0.862 2.779 0.86 0.24 0.06
H -1.371 -2.349 6.202 -0.43 0.23 0.15
H -0.939 -3.687 5.260 -0.20 -0.19 -0.34
H -2.550 -3.685 5.965 -0.34 0.23 -0.12
H -0.522 -2.546 3.283 -0.14 -0.16 -0.16
H -0.846 -1.047 4.106 0.07 0.25 -0.23
H -2.218 -2.117 1.590 -0.10 -0.04 0.07
H -1.076 -0.789 1.733 -0.13 0.05 -0.02
H -2.112 1.370 2.130 -0.06 0.02 -0.09
H -2.435 0.956 3.795 -0.15 -0.15 0.09
H -3.781 1.393 2.715 -0.08 -0.13 -0.02
C 1.157 -3.454 -0.962 1.07 0.78 -0.81
O 0.812 -3.534 -2.347 -0.70 -0.97 1.11
C -0.558 -3.911 -2.423 0.76 0.21 -1.15
C -0.937 -4.122 -3.883 -0.23 0.94 -0.63
O -0.237 -3.248 -4.740 0.31 0.12 0.35
C -0.840 -3.057 -5.981 0.36 -0.31 -0.23
H 0.340 -3.068 -0.357 -0.14 -0.29 0.14
H 1.945 -2.703 -0.891 0.00 0.05 -0.01
H 1.603 -4.384 -0.600 -0.47 -0.28 0.16
H -1.132 -3.102 -1.968 -0.31 -0.15 0.03
H -0.758 -4.894 -1.978 0.03 0.19 0.63
H -1.995 -3.856 -4.006 -0.20 -0.52 0.23
H -0.760 -5.159 -4.193 -0.06 -0.10 0.00
H -0.768 -3.977 -6.580 -0.28 -0.03 -0.09
H -0.268 -2.294 -6.510 -0.02 0.10 0.11
H -1.885 -2.733 -5.915 -0.05 -0.03 0.12
C -2.718 0.555 -0.692 0.20 0.33 0.73
O -2.230 1.714 -1.362 -0.95 -0.40 -1.05
C -3.121 2.055 -2.430 -0.19 0.24 0.01
C -2.659 3.318 -3.182 -0.11 0.36 0.44
O -1.271 3.553 -2.940 -0.25 0.28 -1.20
C -0.731 4.560 -3.794 -0.38 -0.08 0.27
H -2.055 0.375 0.148 0.10 -0.03 -0.12
H -2.738 -0.327 -1.329 -0.04 0.14 -0.23
H -3.691 0.818 -0.272 -0.17 -0.28 -0.07
H -4.093 2.225 -1.964 -0.13 0.29 -0.11
H -3.255 1.235 -3.137 0.50 -0.26 0.14
H -3.195 4.216 -2.868 -0.09 -0.09 0.31
H -2.842 3.239 -4.257 0.18 -0.37 -0.02
H 0.348 4.547 -3.688 0.06 -0.14 -0.07
H -1.126 5.531 -3.483 -0.01 0.05 -0.11
H -1.028 4.336 -4.820 0.15 0.09 -0.09
C 2.426 -2.350 3.428 0.23 0.12 0.57
O 1.775 -3.601 3.375 -0.16 0.06 -0.96
C 2.162 -4.516 4.357 -0.76 0.39 1.11
C 1.177 -5.689 4.312 0.98 0.59 -0.38
O 1.331 -6.473 5.466 -0.17 -0.14 0.27
C 0.239 -7.377 5.628 1.06 0.41 0.09
H 3.511 -2.483 3.434 0.10 0.03 -0.15
H 2.163 -1.805 4.344 -0.05 -0.14 0.19
H 2.127 -1.696 2.612 -0.14 -0.40 -0.28
H 1.992 -4.034 5.334 0.41 -0.14 0.12
H 3.210 -4.826 4.279 -0.01 -0.01 -0.11
H 1.426 -6.263 3.412 -0.56 -0.15 -0.07
H 0.184 -5.232 4.275 -0.12 -0.29 -0.28
H -0.678 -6.798 5.747 -0.25 -0.27 -0.19
H 0.449 -7.939 6.536 -0.12 -0.03 0.02
H 0.236 -8.064 4.779 -0.47 -0.03 -0.03
C 2.705 2.613 -5.044 -0.19 0.77 -0.77
O 2.303 2.660 -3.713 -0.02 -0.47 0.33
C 3.229 3.225 -2.832 -0.30 0.39 0.52
C 2.612 3.222 -1.428 -0.31 -0.74 -0.95
O 1.295 3.792 -1.437 0.38 0.33 0.36
C 1.364 5.210 -1.282 -0.14 0.18 -0.51
H 2.973 3.625 -5.397 -0.02 -0.02 0.02
H 1.833 2.296 -5.617 0.10 -0.16 0.01
H 3.558 1.976 -5.304 -0.05 -0.27 0.52
H 3.432 4.248 -3.180 0.45 0.00 0.10
H 4.139 2.620 -2.747 0.22 0.21 -0.26
H 3.232 3.715 -0.685 0.08 0.08 -0.07
H 2.490 2.169 -1.172 -0.10 0.07 0.24
H 1.873 5.517 -0.369 -0.05 -0.32 0.17
H 0.358 5.619 -1.288 -0.04 -0.11 0.06
H 1.916 5.616 -2.135 -0.02 0.17 0.00
```
Positions in Å, forces in eV/Å.